[1]
Below is C37H60F3NO25V2 as an isolated structure in a non-equilibrium geometry, with properties calculated with the ωB97M-V functional and the def2-TZVPD basis.

Geometry as XYZ:
```
128
Properties=species:S:1:pos:R:3:forces:R:3
O 3.077 -0.417 -1.812 -0.188 -0.012 0.840
V 2.235 -0.294 -0.427 2.469 8.044 -8.950
O 2.411 1.292 -0.015 0.549 0.811 0.584
O -1.661 -2.051 -1.715 -0.383 2.289 -8.176
V -0.062 -1.836 -1.985 -9.477 -10.260 -9.219
O 0.094 -1.104 -3.317 -1.233 0.861 0.834
C 2.767 -1.868 1.106 1.482 -1.537 -0.060
O 3.308 -0.542 0.817 6.134 -4.053 8.663
O 2.109 -2.105 -0.153 3.972 -4.654 7.156
C 3.815 -2.890 1.766 0.488 -0.661 -0.165
F 3.912 -3.007 3.157 -1.264 1.070 -1.256
F 3.358 -4.057 1.357 -0.252 -1.043 -0.132
F 5.088 -2.781 1.423 0.257 0.558 -0.835
C 3.779 0.174 1.974 2.429 1.218 -0.195
C 4.655 1.283 1.443 0.505 1.509 -0.412
H 5.045 1.920 2.237 -0.256 -0.087 0.375
H 5.560 0.914 0.959 -0.118 -0.541 0.004
H 4.174 1.921 0.703 -0.112 -0.177 0.357
H 4.560 -0.373 2.502 -0.725 -1.134 0.145
H 2.994 0.470 2.670 -0.032 0.038 -0.404
H 2.113 -1.689 1.960 0.925 -0.891 -0.259
C -1.166 1.380 -2.306 0.049 -1.950 1.647
C 0.140 1.343 -1.469 0.212 3.066 -1.827
C 0.265 2.678 -0.704 0.285 1.747 0.253
C -0.715 2.812 0.456 0.730 -1.554 -2.021
C -0.493 1.684 1.444 0.621 0.208 -3.154
C -0.315 0.210 0.891 -2.270 0.519 0.908
N 0.317 0.264 -0.445 -1.316 0.608 -1.316
O 0.791 -0.971 -1.069 0.630 10.511 5.116
C -1.765 -0.400 0.868 2.306 0.603 -0.816
C 0.548 -0.529 1.943 1.538 1.216 -0.952
C 1.269 1.550 -2.661 -0.221 0.187 4.562
H -1.200 2.258 -2.951 -0.344 -0.347 0.541
H -2.015 1.249 -1.635 -0.433 0.560 -0.226
H -1.131 0.441 -2.858 -0.470 0.499 -0.594
H 0.037 3.476 -1.411 -0.290 -0.085 -0.409
H 1.299 2.907 -0.448 -0.128 -0.474 0.318
H -1.660 2.659 -0.065 -0.585 0.084 0.520
H -0.805 3.745 1.013 0.338 0.333 -0.668
H -1.395 1.927 2.004 0.427 -0.660 -0.662
H 0.313 1.919 2.140 -0.182 -1.446 -3.301
H -2.177 -0.285 -0.134 -0.168 -0.045 0.322
H -2.439 -0.049 1.650 0.053 0.564 -0.660
H -1.628 -1.456 1.100 0.686 2.601 -1.213
H 1.553 -0.109 1.985 -0.859 1.357 0.083
H 0.855 -1.565 1.797 -1.987 1.581 -0.294
H 0.096 -0.361 2.921 0.961 -1.502 -1.642
H 1.276 2.568 -3.051 0.658 -0.194 1.651
H 1.166 0.866 -3.503 -2.415 8.122 3.483
H 2.198 1.259 -2.170 0.201 0.808 -0.827
C -4.619 -1.387 -0.674 1.277 -0.956 -1.221
C -3.479 -2.366 -0.220 -1.921 0.568 2.721
C -3.339 -2.355 1.353 -2.738 -0.741 -4.138
O -3.097 -3.723 1.641 1.218 -1.270 -6.123
C -3.328 -4.496 0.573 -0.155 -2.465 -1.472
O -3.125 -5.722 0.566 -1.074 3.011 0.047
O -3.758 -3.795 -0.470 -0.349 0.777 -0.059
H -5.618 -1.806 -0.557 0.071 0.106 0.026
H -4.381 -1.185 -1.718 -0.585 -0.554 -0.534
H -4.566 -0.344 -0.361 0.156 -0.257 1.196
H -2.552 -2.165 -0.757 -1.114 -0.064 0.806
H -4.361 -2.148 1.670 0.072 0.473 -0.139
H -2.573 -1.686 1.745 -2.309 -1.973 0.406
C 0.981 5.026 -5.319 0.138 0.765 0.970
C 1.293 3.569 -5.192 -0.343 1.018 -2.677
C 0.063 2.833 -4.896 -0.802 -0.405 1.722
O 0.093 1.705 -5.738 -1.364 -1.336 0.019
C 0.950 1.868 -6.728 0.373 0.629 -2.055
O 1.150 1.149 -7.716 1.045 6.891 1.678
O 1.487 3.051 -6.506 3.185 0.715 -2.222
H 0.099 5.240 -5.923 0.187 -0.322 -0.246
H 1.805 5.672 -5.625 0.044 -0.216 0.041
H 0.690 5.281 -4.300 0.059 0.597 0.197
H 2.166 3.353 -4.576 -0.039 -0.095 0.014
H -0.869 3.377 -5.049 0.114 0.064 -0.075
H 0.248 2.530 -3.865 -1.884 -0.056 -1.250
C 0.013 2.948 3.423 0.317 3.921 1.587
C 1.081 3.932 3.810 0.875 0.315 0.236
C 0.705 5.278 4.537 -2.190 -1.988 -2.625
O 1.447 5.219 5.677 -0.199 2.052 1.166
C 2.099 4.088 5.820 4.241 -0.338 2.072
O 2.942 3.969 6.717 -2.723 -0.664 -2.396
O 1.886 3.281 4.765 0.702 -0.575 2.134
H -0.300 3.301 2.441 -0.070 0.330 1.254
H -0.852 3.049 4.078 0.511 0.572 0.258
H 0.338 1.907 3.398 0.517 1.483 1.556
H 1.827 4.152 3.046 -0.522 -0.018 -0.762
H -0.365 5.228 4.739 -0.156 0.167 0.468
H 0.811 6.104 3.834 0.815 0.381 0.642
C -1.359 0.701 3.681 -2.371 -2.245 3.547
C -2.245 -0.397 4.404 0.949 1.779 2.137
C -3.720 -0.094 4.735 2.324 2.877 0.343
O -4.366 -1.196 4.306 -1.299 -2.506 -1.860
C -3.510 -2.078 3.649 -0.473 -2.949 1.884
O -3.756 -3.197 3.221 -1.950 5.024 10.006
O -2.241 -1.559 3.694 -1.938 -2.002 -2.460
H -0.336 0.339 3.789 -0.952 1.130 1.089
H -1.421 1.683 4.151 -0.828 -1.272 0.283
H -1.595 0.814 2.623 -0.381 -1.214 2.275
H -1.949 -0.884 5.333 1.452 1.644 0.855
H -3.961 0.881 4.311 -0.879 -0.243 -0.849
H -3.807 0.110 5.802 -0.249 -0.623 0.164
C 1.667 -0.329 -4.633 0.505 -1.029 -1.579
C 0.426 -0.727 -5.440 1.056 0.378 -0.555
C 0.779 -0.839 -6.894 -0.324 -1.197 -0.280
O 0.362 -2.153 -7.199 0.748 2.539 -7.840
C 0.173 -2.845 -6.225 0.444 -4.454 4.589
O 0.190 -4.063 -6.160 -0.763 1.005 0.107
O 0.121 -2.038 -5.175 -0.873 -3.527 1.854
H 2.402 0.216 -5.226 0.059 0.396 -0.058
H 2.174 -1.210 -4.239 0.028 -0.054 -0.329
H 1.331 0.215 -3.751 3.152 -8.348 -4.480
H -0.485 -0.190 -5.177 0.466 0.180 -0.398
H 1.856 -0.776 -7.047 0.127 -0.581 0.114
H 0.459 -0.022 -7.541 -1.742 -2.953 0.136
C -0.242 -6.151 1.981 1.326 -0.539 2.132
C -0.960 -4.846 1.952 0.480 -2.168 1.854
C -0.486 -3.737 2.912 -1.823 -1.256 1.145
O -0.470 -2.635 2.075 -0.801 -0.237 -2.379
C -0.553 -3.044 0.763 0.872 0.473 -0.653
O -0.569 -2.337 -0.252 2.709 -5.359 11.119
O -0.653 -4.323 0.726 0.688 0.879 -3.300
H -0.858 -6.965 2.363 -0.078 -0.197 -0.938
H 0.513 -6.077 2.764 0.295 -0.018 0.324
H 0.401 -6.298 1.114 -0.796 -0.486 -0.303
H -2.040 -4.973 1.877 1.778 -0.851 1.750
H 0.446 -3.836 3.469 0.373 -0.308 -0.501
H -1.260 -3.502 3.643 0.109 -0.494 0.122
```
Forces are in eV/Å.

Values from the calculation:
Calculated total energy = -5567.8439 Eh
Frontier orbital gap = 7.358 eV
Total charge = 0



[2]
Below is a 2-piece molecular cluster, C6H13N4O3 overall in a non-equilibrium geometry, with properties calculated with the ωB97M-V functional and the def2-TZVPD basis.

Geometry as XYZ:
```
26
Properties=species:S:1:pos:R:3:forces:R:3
C -2.676 1.048 1.141 1.163 -0.082 0.944
C 1.168 -0.036 -2.677 -2.275 -1.357 -1.887
C 1.036 -2.581 1.030 -0.039 0.617 -1.271
C 1.006 1.440 1.033 -1.840 0.296 1.931
C -0.304 0.880 0.437 0.213 2.531 0.324
C -0.093 -0.569 0.157 -1.378 -2.256 -1.059
N -1.325 1.132 1.446 -1.456 -1.056 -1.117
N 1.278 0.362 -1.500 2.603 0.894 -0.307
N 0.949 -1.232 0.686 0.759 2.952 1.493
N -0.998 -1.232 -0.495 -1.814 -0.425 -0.946
O -3.061 0.602 0.068 -0.280 0.590 1.430
O -0.094 -0.093 -3.204 2.316 -1.434 -1.633
O 0.404 -3.354 0.385 -0.304 -1.250 0.267
H -3.200 1.401 2.125 -0.297 -0.571 -2.143
H 1.922 -0.538 -3.360 -0.855 1.016 0.758
H 1.763 -2.776 1.811 0.111 -0.281 0.355
H 1.799 1.407 0.354 1.379 -0.475 -0.357
H 0.862 2.474 1.207 -0.319 1.293 -0.021
H 1.147 1.097 2.112 0.310 -0.117 -1.504
H -0.606 1.460 -0.511 0.619 -1.245 1.390
H -1.135 1.717 2.221 0.607 0.377 0.736
H 2.293 0.455 -1.342 -0.353 -0.307 0.412
H 1.477 -0.481 1.161 0.468 -1.552 0.146
H -0.942 -2.192 -0.853 0.669 0.421 0.811
H -1.929 -0.818 -0.660 0.704 0.426 0.153
H -0.741 0.427 -2.772 -0.712 0.992 1.095
```
Forces are in eV/Å.

Values from the calculation:
Calculated total energy = -680.9123 Eh
Frontier orbital gap = 10.479 eV
Total charge = +1



[3]
Below is C64H67BBrI2N7O3PbS2Si as an isolated structure in a non-equilibrium geometry, with properties calculated with the ωB97M-V functional and the def2-TZVPD basis.

Geometry as XYZ:
```
149
Properties=species:S:1:pos:R:3:forces:R:3
Pb -0.376 -1.911 -0.167 0.012 0.709 -0.129
C 0.605 -0.180 4.276 -0.285 0.208 -0.066
C 0.379 0.145 2.766 0.265 -0.023 -0.177
N 0.234 -1.178 2.144 -0.253 0.280 -0.313
N 0.551 -2.091 3.061 0.218 0.103 0.699
C 0.838 -1.637 4.241 0.098 -0.189 0.282
B 0.547 -3.632 2.735 -0.030 0.074 -0.382
N 1.499 -3.951 1.583 0.305 -0.039 0.295
C 2.505 -4.843 1.600 0.083 0.023 -0.204
C 2.943 -5.035 0.306 -0.072 0.039 0.049
C 2.125 -4.208 -0.465 0.065 -0.115 0.067
N 1.270 -3.555 0.315 -0.169 -0.027 -0.109
N -0.875 -4.027 2.302 -0.120 -0.111 0.348
C -1.594 -5.074 2.739 -0.208 0.017 -0.049
C -2.759 -5.146 2.001 0.022 0.050 0.004
C -2.668 -4.082 1.105 0.007 -0.053 0.071
N -1.531 -3.416 1.296 -0.111 -0.065 -0.183
H 1.299 0.416 4.861 0.051 0.047 -0.087
H 1.095 0.755 2.208 0.037 0.022 0.089
H 1.125 -2.279 5.055 0.045 -0.154 -0.054
H 0.875 -4.212 3.716 0.000 -0.147 0.118
H 2.843 -5.287 2.520 -0.049 0.002 0.077
H 3.730 -5.684 -0.029 0.035 -0.027 -0.022
H 2.102 -4.076 -1.533 -0.001 0.111 -0.067
H -1.245 -5.702 3.540 0.107 0.021 0.046
H -3.550 -5.868 2.089 -0.042 -0.031 0.028
H -3.364 -3.761 0.348 -0.001 0.022 -0.086
I 0.173 -5.385 -4.296 -0.383 0.048 -0.139
C -1.546 -4.223 -4.163 0.684 -0.303 -0.025
C -2.473 -4.193 -5.182 0.023 -0.140 -0.072
C -3.583 -3.374 -5.095 -0.389 -0.071 -0.606
I -4.965 -3.439 -6.668 0.363 0.010 0.363
C -3.783 -2.520 -3.969 0.201 0.174 0.432
C -4.854 -1.617 -3.852 0.017 -0.086 -0.114
C -4.986 -0.856 -2.721 -0.018 0.036 0.028
C -4.036 -0.993 -1.710 0.080 -0.049 -0.102
N -3.001 -1.806 -1.806 0.260 -0.130 0.404
C -2.852 -2.559 -2.900 -0.263 0.149 -0.080
C -1.667 -3.437 -2.961 0.396 -0.310 0.071
O -0.794 -3.539 -2.070 -0.921 0.364 -0.214
H -2.335 -4.820 -6.052 0.013 0.002 0.005
H -5.565 -1.526 -4.662 -0.031 -0.038 0.022
H -5.803 -0.161 -2.604 -0.045 0.031 -0.013
H -4.124 -0.417 -0.800 0.050 0.114 0.142
C -6.465 -2.022 5.956 -0.013 -0.039 -0.038
C -5.435 -1.432 5.043 0.078 0.074 -0.013
C -5.538 -0.112 4.606 0.059 -0.095 0.015
C -4.613 0.423 3.727 0.126 0.181 -0.107
C -3.564 -0.366 3.280 0.204 -0.343 -0.142
C -3.439 -1.687 3.705 -0.065 -0.014 -0.082
C -4.368 -2.207 4.587 -0.004 0.040 0.014
S -2.455 0.238 2.016 -0.225 0.487 0.441
O -3.127 1.468 1.533 -0.056 0.252 -0.402
C -0.947 0.858 3.123 -0.208 -0.222 -0.418
C -0.931 0.179 4.508 0.593 0.227 -0.106
C -1.450 0.958 5.626 0.001 -0.178 0.073
C -2.109 2.136 5.391 -0.161 0.101 0.007
C -2.929 2.742 6.390 0.047 -0.040 0.121
C -3.590 3.904 6.142 0.025 -0.030 0.064
C -3.442 4.560 4.896 0.059 -0.046 -0.090
C -2.603 4.060 3.939 -0.153 0.030 -0.058
C -1.920 2.837 4.137 -0.242 -0.294 -0.189
C -1.030 2.333 3.166 -0.170 -0.044 -0.297
C -0.325 3.340 2.353 0.184 -0.035 -0.169
C 0.184 4.474 3.107 0.227 0.015 -0.138
C 0.302 4.461 4.517 0.255 0.206 0.246
C 0.777 5.548 5.201 -0.152 -0.188 -0.011
C 1.156 6.715 4.518 0.046 0.121 -0.138
C 1.129 6.735 3.154 0.072 0.089 0.141
C 0.684 5.613 2.419 -0.095 -0.199 0.312
C 0.788 5.581 1.018 0.019 0.006 -0.214
C 0.448 4.461 0.320 0.015 -0.013 -0.153
C -0.117 3.359 0.968 -0.461 -0.208 0.722
S -0.422 1.914 -0.051 0.272 0.053 -0.129
O 0.960 1.537 -0.462 0.070 -0.431 -0.021
C -1.158 2.680 -1.500 -0.367 -0.263 0.195
C -2.284 3.484 -1.402 -0.015 -0.090 -0.004
C -2.912 3.905 -2.563 0.063 0.057 0.056
C -2.439 3.520 -3.817 0.032 -0.096 -0.021
C -3.109 3.992 -5.074 0.025 0.027 0.021
C -1.323 2.687 -3.888 -0.135 0.167 0.052
C -0.684 2.266 -2.735 0.193 -0.171 0.176
H -7.053 -1.245 6.438 -0.031 -0.022 0.054
H -5.998 -2.646 6.717 -0.029 0.000 0.054
H -7.146 -2.657 5.386 -0.039 -0.008 0.022
H -6.366 0.497 4.944 -0.022 0.025 0.027
H -4.699 1.440 3.366 -0.048 0.014 -0.056
H -2.632 -2.305 3.328 -0.001 -0.067 -0.037
H -4.277 -3.236 4.910 0.000 -0.045 0.021
H -1.477 -0.767 4.499 -0.034 0.019 -0.045
H -1.398 0.542 6.624 -0.114 -0.018 0.076
H -3.041 2.226 7.335 -0.023 0.023 0.058
H -4.237 4.337 6.892 -0.015 -0.014 0.043
H -3.998 5.467 4.704 0.005 0.032 -0.009
H -2.493 4.565 2.990 -0.015 0.005 0.011
H 0.046 3.573 5.075 0.119 0.121 0.033
H 0.863 5.511 6.278 0.011 -0.034 0.023
H 1.502 7.573 5.076 0.032 0.034 -0.016
H 1.489 7.603 2.616 -0.032 0.015 -0.054
H 1.176 6.447 0.498 0.028 0.044 -0.007
H 0.584 4.412 -0.752 0.001 0.041 -0.011
H -2.672 3.760 -0.430 -0.057 0.057 0.045
H -3.780 4.548 -2.498 -0.028 -0.002 0.006
H -4.118 4.345 -4.875 -0.030 0.002 -0.035
H -3.151 3.192 -5.812 -0.024 0.040 -0.031
H -2.543 4.818 -5.508 -0.025 0.008 -0.054
H -0.954 2.372 -4.856 0.031 -0.013 0.011
H 0.185 1.622 -2.785 -0.325 0.068 0.066
C 4.863 -1.044 -0.502 -0.013 0.099 -0.052
C 5.305 -1.399 -1.931 -0.280 0.078 0.016
C 5.466 -2.924 -1.971 -0.031 0.096 -0.127
C 6.681 -0.774 -2.203 -0.125 0.093 -0.096
Si 4.014 -0.756 -3.227 -0.091 -0.122 -0.461
Br 1.893 -1.233 -2.414 0.169 0.029 0.055
C 3.954 -1.779 -4.892 0.009 0.352 0.560
C 2.954 -1.139 -5.861 0.077 -0.013 -0.007
C 3.479 -3.216 -4.646 0.048 -0.022 -0.022
C 5.346 -1.806 -5.530 -0.009 0.014 0.018
C 3.937 1.174 -3.453 0.040 -0.233 0.184
C 4.992 1.621 -4.474 -0.021 -0.159 0.004
C 2.555 1.659 -3.913 0.051 -0.138 -0.026
C 4.208 1.881 -2.117 -0.008 -0.131 0.020
H 5.597 -1.438 0.206 0.056 -0.035 0.004
H 3.897 -1.491 -0.264 -0.030 0.014 0.044
H 4.800 0.030 -0.343 -0.065 0.013 0.038
H 6.159 -3.230 -1.183 0.019 0.035 0.062
H 5.889 -3.262 -2.916 -0.049 -0.082 -0.021
H 4.518 -3.432 -1.791 -0.004 -0.060 -0.039
H 7.398 -1.148 -1.468 0.031 -0.048 0.020
H 6.664 0.311 -2.114 0.051 0.026 -0.024
H 7.055 -1.031 -3.194 0.058 0.010 -0.025
H 1.969 -1.043 -5.402 -0.050 0.041 -0.031
H 2.845 -1.779 -6.740 0.030 -0.033 -0.051
H 3.283 -0.162 -6.210 -0.035 0.039 -0.010
H 2.463 -3.237 -4.253 0.002 -0.003 0.014
H 4.124 -3.768 -3.969 0.005 -0.039 0.020
H 3.471 -3.756 -5.597 0.012 0.009 -0.087
H 5.721 -0.803 -5.734 0.067 0.011 -0.018
H 5.302 -2.340 -6.482 0.001 -0.029 -0.050
H 6.069 -2.323 -4.899 0.062 -0.008 -0.012
H 4.772 1.239 -5.470 0.052 0.012 -0.050
H 5.994 1.294 -4.193 0.068 0.021 -0.046
H 5.003 2.711 -4.538 -0.003 0.052 0.030
H 2.226 1.194 -4.839 -0.040 -0.018 -0.045
H 2.600 2.738 -4.084 0.031 0.064 0.017
H 1.803 1.474 -3.146 0.394 -0.005 -0.119
H 5.213 1.694 -1.744 0.019 0.017 0.052
H 3.482 1.578 -1.360 -0.001 0.050 0.043
H 4.113 2.961 -2.257 -0.027 0.040 -0.037
```
Forces are in eV/Å.

Values from the calculation:
Calculated total energy = -7560.5389 Eh
Frontier orbital gap (alpha / beta) = 5.465 / 5.091 eV
Total charge = +2



Molar mass readings, ordered: 1077.75 189.19 1626.23 g/mol
ΔE to the lowest compared entry with this formula, charge and spin readings, ordered: 38.915 0.367 2.659 eV